Record 1
C27H23F3IO2 | wB97M-V/def2-TZVPD

The geometry in XYZ format:
```
56
Properties=species:S:1:pos:R:3:lowdin_charge:R:1
F -2.248 -4.010 -0.602 0.06
C -2.666 -2.721 -0.866 -0.21
C -3.198 -2.439 -2.113 0.09
C -3.526 -1.112 -2.348 -0.22
F -4.061 -0.770 -3.577 0.06
C -3.286 -0.109 -1.436 0.02
C -2.683 -0.423 -0.185 -0.22
C -2.401 0.704 0.668 -0.08
C -2.268 0.673 2.113 -0.20
C -2.803 1.764 2.854 -0.05
C -2.596 1.877 4.212 -0.06
C -1.973 0.855 4.947 0.03
C -1.564 -0.256 4.205 -0.21
F -0.955 -1.300 4.873 0.05
C -1.648 -0.371 2.823 0.06
C -2.486 -1.782 0.141 0.07
H -3.360 -3.216 -2.859 0.15
H -3.527 0.933 -1.653 0.14
H -2.842 1.656 0.298 0.12
H -3.435 2.500 2.328 0.13
H -2.940 2.770 4.747 0.12
H -1.800 0.905 6.012 0.13
H -1.181 -1.220 2.325 0.12
H -2.200 -2.122 1.139 0.12
C -0.511 5.654 2.231 -0.04
C -0.174 4.574 1.188 -0.55
C 1.043 5.037 0.387 -0.03
C 0.106 3.235 1.912 -0.06
C 0.180 2.008 0.999 -0.37
O 1.132 1.199 1.189 0.04
C -0.968 1.791 -0.012 -0.25
I 0.095 0.769 -1.789 1.71
C 2.249 0.634 -1.859 -0.52
C 2.853 -0.537 -1.402 -0.12
C 4.245 -0.657 -1.491 -0.05
C 5.017 0.389 -2.025 -0.05
C 4.397 1.553 -2.455 -0.06
C 2.995 1.691 -2.387 -0.11
C -1.441 3.127 -0.609 -0.42
O -1.904 3.227 -1.750 0.05
C -1.433 4.361 0.298 -0.05
H -1.389 5.356 2.823 0.09
H 0.340 5.815 2.914 0.10
H -0.734 6.610 1.729 0.10
H 1.361 4.306 -0.373 0.09
H 0.839 5.993 -0.122 0.10
H 1.897 5.214 1.058 0.10
H 1.066 3.349 2.448 0.15
H -0.710 3.075 2.650 0.12
H 2.248 -1.323 -0.985 0.10
H 4.735 -1.573 -1.147 0.12
H 6.098 0.274 -2.111 0.12
H 4.998 2.373 -2.860 0.12
H 2.502 2.586 -2.732 0.10
H -2.311 4.289 0.989 0.14
H -1.536 5.268 -0.320 0.14
```

The net charge is +1. For the HOMO energy, the calculation gives -12.29 eV. The largest force on an atom comes out at 4.14 eV/Å. For the relative energy (zero: lowest compared OMol25 entry of this formula, charge and spin), the calculation gives 0.0 kJ/mol. Its multiplicity is 1.


Record 2
C27H23FN8O4 | wB97M-V/def2-TZVPD

The geometry in XYZ format:
```
63
Properties=species:S:1:pos:R:3:lowdin_charge:R:1
F 1.815 0.020 -2.639 0.01
C 2.166 -1.131 -3.406 -0.28
C 1.212 -1.212 -4.608 -0.19
C 0.391 -0.143 -4.962 -0.02
C -0.483 -0.267 -6.044 -0.07
C -0.528 -1.459 -6.774 -0.09
C 0.302 -2.530 -6.431 -0.06
C 1.166 -2.399 -5.341 -0.04
C 3.630 -0.994 -3.819 -0.13
C 4.016 -0.949 -5.158 -0.01
C 5.374 -0.860 -5.490 -0.07
C 6.343 -0.775 -4.491 -0.08
C 5.950 -0.779 -3.153 -0.06
C 4.597 -0.851 -2.824 -0.03
C 1.902 -2.326 -2.449 -0.21
C 0.394 -2.538 -2.198 -0.10
C 0.160 -4.045 -2.183 -0.14
C 1.494 -4.705 -2.542 -0.13
N 2.389 -3.606 -2.944 -0.09
C 3.777 -3.891 -2.975 -0.23
C 4.553 -3.727 -1.819 -0.01
C 5.931 -3.971 -1.895 -0.14
N 6.492 -4.389 -3.016 0.05
C 5.774 -4.573 -4.122 -0.13
C 4.392 -4.359 -4.148 0.01
H 0.437 0.784 -4.390 0.12
H -1.120 0.576 -6.313 0.10
H -1.206 -1.552 -7.623 0.10
H 0.288 -3.464 -6.995 0.11
H 1.821 -3.214 -5.042 0.10
H 3.263 -1.009 -5.946 0.11
H 5.663 -0.852 -6.541 0.10
H 7.401 -0.706 -4.749 0.11
H 6.687 -0.739 -2.350 0.11
H 4.298 -0.812 -1.778 0.08
H 2.410 -2.088 -1.494 0.10
H 0.148 -2.089 -1.233 0.08
H -0.222 -2.035 -2.951 0.12
H -0.188 -4.370 -1.194 0.09
H -0.608 -4.338 -2.908 0.11
H 1.897 -5.257 -1.675 0.12
H 1.416 -5.414 -3.379 0.12
H 4.116 -3.363 -0.897 0.09
H 6.567 -3.798 -1.021 0.11
H 6.301 -4.904 -5.022 0.11
H 3.826 -4.486 -5.065 0.11
O 3.936 0.737 0.415 0.12
N 3.380 -0.373 0.474 -0.28
O 3.987 -1.459 0.221 0.00
C 1.998 -0.511 0.823 -0.11
C 1.183 0.593 1.152 0.12
C -0.169 0.414 1.413 -0.03
N -1.049 1.570 1.589 -0.30
O -2.283 1.446 1.570 0.10
O -0.474 2.675 1.730 0.06
C -0.708 -0.919 1.428 -0.19
N -1.900 -1.475 1.703 0.09
N -1.752 -2.813 1.539 0.02
N -0.532 -3.131 1.171 0.07
N 0.171 -1.960 1.125 -0.04
C 1.496 -1.805 0.791 0.08
H 1.628 1.585 1.173 0.14
H 2.082 -2.679 0.537 0.15
```

For the HOMO energy, the calculation gives -8.75 eV. As for the structure (SMILES): FC(c1ccccc1)(c1ccccc1)[C@H]1CCCN1c1ccncc1.O=[N+]([O-])c1cc([N+](=O)[O-])c2nnnn2c1. The largest force on an atom comes out at 3.40 eV/Å. For the relative energy (zero: lowest compared OMol25 entry of this formula, charge and spin), the calculation gives 0.0 kJ/mol. Its multiplicity is 1.


Record 3
C27H23N6O5Ta | wB97M-V/def2-TZVPD

The geometry in XYZ format:
```
62
Properties=species:S:1:pos:R:3:lowdin_charge:R:1
Ta 0.269 1.598 2.498 1.93
C -1.438 -3.405 -6.810 -0.04
O -1.653 -3.133 -5.419 -0.05
C -0.676 -3.428 -4.556 -0.27
C 0.551 -3.979 -4.915 0.01
C 1.474 -4.261 -3.922 0.00
C 1.200 -3.981 -2.589 -0.26
C -0.047 -3.440 -2.234 -0.01
C -0.971 -3.163 -3.206 0.02
N 2.250 -4.347 -1.696 0.12
N 2.189 -4.070 -0.490 0.08
C 1.525 -3.168 0.272 -0.22
C 0.815 -3.565 1.409 0.02
C 0.278 -2.628 2.293 0.05
C 0.473 -1.293 2.064 -0.27
O 0.060 -0.241 2.873 -0.22
C 1.162 -0.855 0.956 -0.17
N 1.277 0.510 0.828 -0.03
C 1.980 0.989 -0.205 -0.08
C 2.591 0.167 -1.135 0.00
C 2.467 -1.210 -1.012 0.07
C 1.723 -1.755 0.030 -0.07
H -2.344 -3.088 -7.313 0.10
H -1.282 -4.473 -6.969 0.10
H -0.587 -2.835 -7.185 0.10
H 0.782 -4.201 -5.946 0.11
H 2.429 -4.711 -4.164 0.13
H -0.305 -3.272 -1.200 0.10
H -1.949 -2.766 -2.967 0.13
H 0.693 -4.622 1.598 0.13
H -0.266 -2.956 3.171 0.14
H 2.046 2.067 -0.281 0.11
H 3.159 0.606 -1.942 0.12
H 2.961 -1.861 -1.724 0.13
O 0.206 3.009 1.290 -0.25
C -0.620 3.785 0.501 -0.26
C -0.110 4.464 -0.582 0.01
C -0.969 5.244 -1.342 -0.03
C -2.320 5.321 -1.021 -0.04
C -2.815 4.608 0.056 0.00
C -1.967 3.825 0.838 -0.08
C -2.472 3.013 1.946 -0.21
N -1.842 1.992 2.556 -0.05
C -2.708 1.485 3.529 -0.07
C -3.851 2.192 3.489 -0.01
N -3.680 3.141 2.496 0.16
H 0.946 4.407 -0.809 0.12
H -0.581 5.793 -2.189 0.13
H -2.988 5.926 -1.618 0.12
H -3.876 4.649 0.271 0.12
H -2.428 0.668 4.172 0.13
H -4.754 2.122 4.069 0.14
H -4.360 3.840 2.239 0.17
N 2.498 1.533 3.329 -0.02
C 2.388 0.981 4.714 -0.09
C 0.979 1.193 5.209 -0.53
O 0.463 0.663 6.124 0.20
O 0.318 2.080 4.350 -0.22
H 3.173 0.998 2.792 0.12
H 2.856 2.484 3.384 0.12
H 3.094 1.445 5.399 0.15
H 2.580 -0.090 4.696 0.15
```

The net charge is +2. For the HOMO energy, the calculation gives -12.68 eV. The largest force on an atom comes out at 1.45 eV/Å. For the relative energy (zero: lowest compared OMol25 entry of this formula, charge and spin), the calculation gives 47.5 kJ/mol. Its multiplicity is 1.


What is the formula in the third record?
C27H23N6O5Ta